No. 1
Density functional theory data (the ωB97M-V functional and the def2-TZVPD basis) for a cluster of 19 separate species, C25H65N2O20PS in total.

Values from the calculation:
charge: 0
HOMO: -7.561 eV

Cartesian coordinates (Å):
C 5.0335 2.2030 -2.9438
C 5.2023 1.8556 -1.4485
P 3.5827 1.7956 -0.4680
C 2.4290 2.7485 -1.5446
C 3.2636 -0.0135 -0.3247
C 4.2036 -0.7578 0.4818
C 5.4068 -0.1594 1.2552
O 5.0956 0.0550 2.6520
C 6.0204 0.9891 3.1808
C 4.0631 -2.1179 0.6042
C 3.0274 -2.8492 0.0172
C 2.1206 -2.1482 -0.7452
C 2.2457 -0.7667 -0.8901
S 0.9958 0.0435 -1.8765
C -0.4494 -0.9309 -1.4947
C -0.2338 -2.2944 -1.2757
C -1.3358 -3.0640 -0.9848
C -2.6261 -2.5448 -0.9086
C -2.8322 -1.1831 -1.0953
C -4.1911 -0.4820 -1.0105
C -5.2678 -1.2589 -0.2195
C -5.6621 -0.4322 1.0076
O -6.4802 -1.4289 -0.9845
C -1.7092 -0.3799 -1.3970
C -1.8554 1.0918 -1.6483
C -2.1479 1.6414 -2.8972
C -2.2824 3.0001 -3.1477
N -2.1719 3.8914 -2.1611
C -1.8903 3.3804 -0.9719
C -1.7083 2.0509 -0.6258
N 1.0624 -2.9115 -1.3792
H 4.7458 3.2534 -3.0611
H 6.0344 2.1235 -3.4055
H 4.3901 1.5067 -3.4937
H 5.7081 0.9001 -1.2668
H 5.8381 2.6363 -1.0038
H 2.2831 2.3017 -2.5398
H 1.4486 2.9475 -1.0974
H 2.8829 3.7336 -1.7410
H 5.8394 0.7347 0.7941
H 6.1842 -0.9479 1.2636
H 5.6443 1.2895 4.1707
H 7.0248 0.5576 3.3372
H 6.0586 1.9072 2.5758
H 4.7794 -2.6832 1.2020
H 2.9498 -3.9205 0.1714
H -1.2043 -4.1395 -0.8409
H -3.4604 -3.2071 -0.6879
H -4.0374 0.4673 -0.4806
H -4.5670 -0.2846 -2.0252
H -4.9439 -2.2461 0.1316
H -6.4999 -0.9157 1.5267
H -6.0367 0.5700 0.7102
H -4.7882 -0.2979 1.6617
H -6.6768 -2.3667 -1.0616
H -2.2784 0.9561 -3.7421
H -2.4942 3.3304 -4.1671
H -1.7796 4.1069 -0.1566
H -1.4701 1.7423 0.3921
H 1.2723 -3.0172 -2.3717
O 2.5374 1.5606 3.3008
H 3.1040 0.9941 2.7658
H 1.6409 1.2457 3.1228
O 4.7183 -5.0718 1.1669
H 5.3362 -5.4207 0.5159
H 4.1173 -5.8057 1.3391
O 1.9287 -6.5125 1.3683
H 1.3347 -5.9267 0.8866
H 1.9248 -6.1579 2.2675
O -5.3793 1.9143 -3.0059
H -5.5823 1.9270 -3.9484
H -4.5683 2.4328 -2.9285
O -3.0712 6.8165 -3.9666
H -2.9878 7.5217 -3.3072
H -2.7118 6.0391 -3.5268
O -0.0781 -0.3337 3.6467
H -0.1896 -0.2069 4.5946
H -0.3482 -1.2493 3.4998
O -3.9474 -0.5159 -5.1126
H -4.0830 -0.3937 -4.1664
H -4.2651 -1.4122 -5.2794
O -0.9993 1.2640 6.4481
H -1.7528 1.7106 6.8474
H -0.4076 1.9815 6.1945
O 0.2143 -3.5194 2.0651
H -0.3827 -4.2697 1.9715
H 0.4469 -3.2883 1.1560
O 4.3069 -8.5668 2.2498
H 4.2268 -9.3174 1.6524
H 3.7392 -7.8941 1.8608
O 0.7018 -8.5192 3.7059
H 1.5183 -8.4035 3.2073
H 0.2559 -9.2442 3.2575
O -2.4418 8.9537 -2.1145
H -2.7463 9.7916 -1.7537
H -1.5273 9.1272 -2.3562
O -2.4345 -1.5875 4.6027
H -2.9745 -2.0408 5.2614
H -2.2881 -0.7110 4.9819
O 8.1046 2.0592 0.9775
H 8.1913 2.7550 1.6373
H 8.5114 1.2912 1.3918
O -1.1636 11.6158 -1.7586
H -1.4713 12.4529 -1.3960
H -0.2478 11.7868 -2.0011
O -4.5479 -3.1107 -3.8862
H -3.9337 -2.5934 -3.3491
H -4.8815 -3.7782 -3.2794
O -5.7931 2.8576 -0.0510
H -5.9947 2.8284 -0.9962
H -5.0306 3.4428 0.0084
O -4.2353 -2.8197 2.5160
H -3.6126 -2.2753 3.0237
H -4.5363 -3.4850 3.1422

Cartesian forces (eV/Å) of the 2 atoms listed first:
C 1.21 -0.41 0.16
C -0.71 0.23 -0.27

No. 2
Density functional theory data (the ωB97M-V functional and the def2-TZVPD basis) for a structure of composition C23H34GeIrN2Si2.

Values from the calculation:
2S+1: 5
charge: -1
HOMO (alpha / beta): -1.985 / -5.006 eV
expectation value of S²: 6.032
ΔE to the lowest compared entry with this formula, charge and spin: 0.950 eV

Cartesian coordinates (Å):
Ir 0.2670 0.0644 -0.6932
N -0.5986 -1.6197 -2.1492
C -0.8950 -1.2072 -3.5023
C -1.4998 -2.0774 -4.4150
C -1.7065 -1.6683 -5.7206
C -1.3012 -0.4024 -6.1273
C -0.7018 0.5001 -5.2265
C -0.2481 1.7860 -5.5901
C 0.3809 2.5804 -4.6163
C 0.4884 2.1234 -3.3286
N 0.0190 0.9157 -2.9208
C -0.5228 0.0899 -3.8665
H 0.0086 -2.4312 -2.1584
H -1.4427 -1.8915 -1.6568
H -1.8046 -3.0673 -4.0915
H -2.1816 -2.3365 -6.4293
H -1.4330 -0.0918 -7.1579
H -0.3769 2.1283 -6.6093
H 0.7863 3.5505 -4.8751
H 0.9601 2.7282 -2.5637
C 3.1867 2.3674 -0.5460
Si 1.4008 1.9992 0.1073
C 0.4339 3.6564 -0.1653
C 1.6722 2.1222 2.0150
C 2.4623 3.1928 2.4508
C 2.7613 3.3972 3.7865
C 2.2678 2.5131 4.7367
C 1.4720 1.4583 4.3263
C 1.1538 1.2433 2.9771
Si 0.0799 -0.3085 2.7117
C -1.1968 -0.2104 4.1406
C 1.3065 -1.7301 3.0775
H 3.4336 3.4326 -0.5319
H 3.3034 2.0132 -1.5730
H 3.9185 1.8415 0.0724
H 1.1092 4.5116 -0.2575
H -0.2271 3.8437 0.6841
H -0.1866 3.6217 -1.0646
H 2.8563 3.8877 1.7158
H 3.3794 4.2355 4.0884
H 2.4931 2.6467 5.7887
H 1.0856 0.7720 5.0751
H -0.8385 -0.6923 5.0545
H -2.1284 -0.7002 3.8512
H -1.4265 0.8309 4.3772
H 1.0736 -2.2272 4.0223
H 2.3205 -1.3346 3.1432
H 1.2888 -2.4878 2.2892
C -1.6963 -3.4368 2.9216
Ge -1.5341 -2.4940 1.1693
C -3.3676 -2.5129 0.3957
C -0.4269 -3.8111 0.1504
C -0.8701 -0.6497 1.1430
H -2.3337 -4.3129 2.7815
H -2.1283 -2.8162 3.7066
H -0.7185 -3.7797 3.2631
H -3.7656 -3.5260 0.3206
H -3.3844 -2.0554 -0.5958
H -4.0269 -1.9288 1.0408
H -0.4141 -4.7586 0.6917
H 0.6031 -3.4614 0.0528
H -0.8239 -4.0109 -0.8460
H -1.7659 -0.0154 1.1500

Cartesian forces (eV/Å) of the 2 atoms listed first:
Ir -0.04 -0.18 0.20
N 0.08 -0.06 0.10

No. 3
Density functional theory data (the ωB97M-V functional and the def2-TZVPD basis) for a structure of composition C11H23BMnN5O2S.

Values from the calculation:
2S+1: 2
charge: +3
HOMO (alpha / beta): -18.755 / -18.738 eV
expectation value of S²: 0.792
ΔE to the lowest compared entry with this formula, charge and spin: 0.000 eV

Cartesian coordinates (Å):
Mn -1.2164 -0.4039 0.4368
N 0.5073 -1.2321 1.0338
N 1.7741 -0.8295 0.5385
C 1.8813 0.0369 -0.4643
N 3.0327 0.5655 -0.7736
S 0.4530 0.5781 -1.3285
H 0.5256 -1.1038 2.0496
H 0.4154 -2.2426 0.8788
H 2.5846 -1.1460 1.0625
H 3.8811 0.4007 -0.2399
H 3.1217 1.1420 -1.6039
C -1.4268 -2.7204 -4.4605
C -0.8162 -2.9785 -3.1023
C -0.0706 -4.2917 -3.0610
O 0.2381 -1.8894 -2.9316
B -0.1705 -1.1044 -1.9748
O -1.2827 -1.4445 -1.2781
C -1.8335 -2.7644 -1.8780
C -1.7368 -3.7744 -0.7607
C -3.2618 -2.4937 -2.2696
H -0.6576 -2.8338 -5.2218
H -1.8519 -1.7221 -4.5506
H -2.2085 -3.4511 -4.6670
H 0.5864 -4.3597 -3.9258
H -0.7741 -5.1236 -3.1151
H 0.5370 -4.4057 -2.1655
H -0.7164 -4.0553 -0.5005
H -2.2642 -4.6909 -1.0274
H -2.2520 -3.3975 0.1285
H -3.3619 -1.6540 -2.9527
H -3.8751 -2.3124 -1.3858
H -3.6681 -3.3812 -2.7563
C -2.6276 3.2848 4.3469
N -2.5776 2.2322 3.3037
C -3.6467 1.7810 2.5669
C -3.1534 0.8372 1.7293
N -1.7811 0.7111 1.9466
C -1.4833 1.5927 2.9064
H -3.6593 3.3791 4.6703
H -2.2755 4.2185 3.9172
H -2.0090 2.9697 5.1817
H -4.6416 2.1643 2.7167
H -3.7006 0.2338 1.0125
H -0.5102 1.7742 3.3327

Cartesian forces (eV/Å) of the 2 atoms listed first:
Mn -0.28 0.76 -0.43
N 0.38 -0.60 0.69

No. 4
Density functional theory data (the ωB97M-V functional and the def2-TZVPD basis) for a cluster of 6 separate species, C40H89Br2ClF3N2O23P6S in total.

Values from the calculation:
charge: +1
HOMO: -10.118 eV

Cartesian coordinates (Å):
C -3.9598 -2.0340 -11.2668
O -2.6628 -1.5021 -11.0257
C -2.4061 -0.3461 -11.8009
C -0.8737 -0.0249 -11.8020
C -0.6788 1.4598 -11.3649
C -0.3455 1.6149 -9.8625
C 0.0235 3.1207 -9.5787
C -0.7568 3.6794 -8.3484
C 0.2126 3.7199 -7.1262
C -0.4654 4.3780 -5.8883
C 0.3890 4.1028 -4.6127
C -0.4828 3.6547 -3.3710
C -0.3924 2.1380 -3.0977
O -0.4654 1.5657 -4.4581
N 0.8237 1.6406 -2.5349
C 2.0398 2.4106 -2.5703
C 0.9478 0.1968 -2.5777
C 2.0625 -0.4088 -1.6747
C 2.2723 -1.9203 -2.0569
C 3.5828 -2.0120 -2.8338
F 4.7622 -1.9590 -2.1990
C 3.5268 -2.0974 -4.1630
F 4.1863 -1.3405 -5.0020
F 2.7051 -2.9812 -4.7080
C -0.3142 -0.6462 -2.2292
N -1.6339 0.0585 -2.3575
C -2.7954 -0.7258 -1.8009
Br -3.3927 -0.4411 0.0102
C -2.5881 -2.2846 -1.9820
C -3.8604 -3.0140 -1.4078
Br -2.5401 -2.7574 -3.8882
C -1.5578 1.5494 -2.1764
C -1.3264 2.1124 -0.7508
C -0.3400 1.4260 0.1902
O -0.4262 0.3919 0.7077
Cl 1.1482 2.3959 0.5996
P -3.2704 2.3029 -2.6604
S -3.5950 4.0606 -1.8653
H -3.8909 -3.1315 -11.2184
H -4.3315 -1.7570 -12.2697
H -4.6880 -1.6989 -10.5064
H -2.9969 0.5349 -11.4729
H -2.6910 -0.5140 -12.8600
H -0.4950 -0.1679 -12.8249
H -0.3449 -0.7030 -11.1154
H 0.1733 1.8808 -11.9340
H -1.5467 2.0957 -11.6120
H 0.5115 0.9845 -9.5637
H -1.2029 1.2709 -9.2545
H 1.1145 3.1532 -9.4451
H -0.2746 3.7012 -10.4684
H -1.2015 4.6718 -8.5174
H -1.5523 2.9662 -8.0660
H 1.1164 4.3037 -7.3787
H 0.5408 2.6847 -6.9212
H -0.4057 5.4649 -6.0780
H -1.5313 4.1123 -5.7942
H 1.1897 3.3894 -4.8417
H 0.8762 5.0420 -4.3030
H -1.4757 4.0300 -3.6446
H -0.1120 4.2048 -2.4906
H -1.4052 1.5464 -4.7037
H 2.5835 2.2141 -3.5266
H 1.9463 3.5008 -2.5034
H 2.7695 2.1531 -1.7860
H 1.2709 -0.0815 -3.6099
H 3.0390 0.0710 -1.8004
H 1.7051 -0.3867 -0.6316
H 2.3336 -2.5282 -1.1403
H 1.5085 -2.3055 -2.7439
H -0.2073 -1.1012 -1.2324
H -0.2687 -1.4972 -2.9233
H -1.8175 -0.0698 -3.3689
H -3.6653 -0.5620 -2.4573
H -1.7485 -2.6752 -1.3902
H -3.7220 -3.3442 -0.3731
H -4.7882 -2.4552 -1.5932
H -3.9463 -3.9361 -2.0070
H -1.0295 3.1679 -0.8205
H -2.2790 2.1672 -0.1901
H -3.2638 2.4114 -4.0760
H -4.3391 1.5066 -2.1976
C -0.3704 -6.8033 1.8817
O -0.4520 -7.1328 0.4794
P 0.3677 -6.0464 -0.5119
O -0.6766 -4.9582 -0.5329
O 0.2025 -7.0438 -1.7953
C -0.4650 -8.3064 -1.7096
O 1.5879 -5.1528 -1.2414
C 2.3834 -5.8023 -2.2523
H -0.9146 -7.5457 2.4593
H 0.6742 -6.7998 2.1977
H -0.7999 -5.8167 2.0635
H -1.5338 -8.1475 -1.5821
H -0.0560 -8.9240 -0.9175
H -0.3028 -8.8259 -2.6545
H 1.7714 -6.0487 -3.1166
H 2.8375 -6.7096 -1.8585
H 3.1600 -5.1161 -2.5889
C 0.4294 1.7475 3.5406
O -0.4285 2.3221 4.5413
P 0.4210 3.1356 5.7603
O 0.8390 1.9242 6.5472
O -0.9814 3.7727 6.3099
C -2.2485 3.5118 5.7035
O 1.3357 4.2575 6.6092
C 0.7414 5.5241 6.9368
H -0.1771 1.2500 2.7963
H 1.0137 2.5301 3.0681
H 1.1097 1.0227 3.9964
H -2.5432 2.4818 5.8987
H -2.2348 3.7326 4.6423
H -2.9807 4.1735 6.1664
H -0.0792 5.3886 7.6375
H 0.3752 6.0192 6.0381
H 1.4877 6.1489 7.4252
C 0.0272 -10.7958 8.2513
O -0.2481 -11.2456 6.9129
P 0.1774 -10.1166 5.7296
O -1.0136 -9.2166 5.8654
O -0.0335 -11.2353 4.5524
C -0.4414 -12.5771 4.8294
O 1.0770 -9.1100 4.7258
C 1.7789 -9.6907 3.6186
H -0.2682 -11.5723 8.9517
H 1.0941 -10.5962 8.3679
H -0.5307 -9.8823 8.4651
H -1.4818 -12.5851 5.1475
H 0.2036 -13.0501 5.5620
H -0.3596 -13.1417 3.8999
H 1.0725 -10.0937 2.8947
H 2.4439 -10.4833 3.9577
H 2.3558 -8.9198 3.1081
C -0.6096 9.3227 4.4138
O -2.0324 9.4479 4.2673
P -2.9102 8.3938 5.2776
O -2.7337 7.2011 4.3689
O -4.2709 9.2311 4.8907
C -4.2640 10.4148 4.0898
O -3.7442 7.4954 6.4401
C -4.9047 8.0731 7.0603
H -0.1222 10.0259 3.7433
H -0.3165 9.5476 5.4415
H -0.2921 8.3070 4.1679
H -4.0303 10.1583 3.0589
H -3.5811 11.1614 4.4802
H -5.2701 10.8352 4.1219
H -5.6991 8.2069 6.3294
H -4.6598 9.0331 7.5121
H -5.2762 7.3914 7.8238
C 3.4102 1.8862 7.3409
O 4.8070 1.5164 7.4408
P 5.4794 1.8785 8.9441
O 5.7012 3.3455 8.7280
O 6.8184 0.9997 8.5839
C 6.9816 0.3283 7.3375
O 5.8105 1.8591 10.5928
C 6.5995 0.7828 11.1213
H 3.0415 1.6237 6.3596
H 2.8332 1.3501 8.0933
H 3.2920 2.9572 7.4996
H 7.1380 1.0585 6.5455
H 6.1422 -0.3236 7.1188
H 7.8751 -0.2935 7.4156
H 7.6139 0.8270 10.7305
H 6.1540 -0.1790 10.8703
H 6.6635 0.8875 12.2034

Cartesian forces (eV/Å) of the 2 atoms listed first:
C -0.08 -0.28 0.07
O -0.42 0.13 -0.39

| no. | largest force on an atom (eV/A) |
| --- | --- |
| 1 | 1.8 |
| 2 | 1.0 |
| 3 | 1.0 |
| 4 | 8.9 |